34
Properties=species:S:1:pos:R:3:lowdin_charge:R:1 method="wB97M-V/def2-TZVPD" e_above_lowest_kcal_mol=0.00 homo_ev=-18.5 lumo_energy_ha=-0.5091 spin_multiplicity=1 charge=+3
Ta 0.238 0.314 0.127 2.046
Cl 2.392 -2.142 1.136 0.748
Cl 4.372 -3.427 -0.656 0.807
Cl 3.256 0.004 -4.723 0.825
Cl 4.849 -2.399 -3.577 0.915
Cl 1.100 1.339 -3.155 0.780
Cl -0.793 4.476 -2.209 0.798
Cl -2.642 3.828 0.289 0.754
O -1.264 1.036 -0.824 -0.131
O 0.235 2.608 -0.272 0.020
C -2.796 0.694 2.307 0.107
C 1.861 -0.317 -0.997 -0.335
C 2.958 -0.578 -3.152 -0.683
C -1.313 -2.774 1.331 0.002
C 2.556 -1.445 -0.497 -0.623
C -1.503 -1.246 1.509 -0.233
C -1.753 3.348 -1.266 -0.881
C -0.831 2.310 -0.801 -0.769
C -1.664 1.537 2.128 -0.015
C 3.512 -2.084 -1.288 -0.682
C -2.762 -0.570 1.680 0.092
C -0.368 -0.503 2.128 -0.272
C -0.373 0.956 2.236 -0.176
C 2.032 0.069 -2.351 -0.618
C 3.715 -1.643 -2.593 -0.627
H -2.539 3.010 -1.946 0.098
H -0.368 -3.126 0.825 0.089
H 0.084 -1.100 2.954 0.170
H -1.384 -3.273 2.326 0.137
H -2.193 -3.054 0.728 0.105
H 0.506 1.506 2.592 0.168
H -1.778 2.603 2.039 0.062
H -3.647 -1.022 1.221 0.165
H -3.693 1.066 2.750 0.155

31
Properties=species:S:1:pos:R:3:lowdin_charge:R:1 method="wB97M-V/def2-TZVPD" e_above_lowest_kcal_mol=5.66 homo_ev=-8.3 lumo_energy_ha=-0.0583 spin_multiplicity=1
Cl -6.559 -1.261 -0.186 0.679
O -0.492 0.543 -2.748 0.052
O -2.066 -0.125 2.541 0.016
N 1.267 0.726 2.985 0.213
N 1.291 0.451 -0.851 0.120
N -1.665 -0.063 1.335 -0.137
N -0.920 0.354 -1.377 -0.006
C -2.649 -0.192 0.320 -0.075
C 4.877 -0.024 1.211 -0.109
C 0.065 0.299 -0.363 -0.145
C 3.975 -1.069 1.180 -0.088
C -4.514 -0.545 -1.782 -0.083
C 2.783 -0.925 0.455 -0.041
C -3.993 -0.602 0.577 0.008
C -3.201 -0.145 -2.047 0.022
C -4.908 -0.785 -0.456 -0.653
C 3.391 1.299 -0.194 -0.030
C 4.588 1.155 0.536 -0.077
C 2.468 0.275 -0.185 -0.351
C 0.491 0.510 2.126 -0.120
C -0.395 0.174 1.043 -0.076
C -2.219 -0.009 -1.005 -0.096
H 2.074 -1.751 0.383 0.115
H -4.366 -0.699 1.579 0.114
H 0.469 0.724 -2.736 0.103
H 4.197 -1.976 1.733 0.104
H 5.819 -0.170 1.786 0.113
H -5.220 -0.559 -2.590 0.106
H -2.948 0.139 -3.059 0.112
H 3.136 2.222 -0.720 0.113
H 5.225 2.028 0.508 0.097

34
Properties=species:S:1:pos:R:3:lowdin_charge:R:1 method="wB97M-V/def2-TZVPD" homo_ev="-2.1 / -3.5" s_squared=6.068 lumo_energy_ha="0.0763 / -0.0176" spin_multiplicity=5 charge=-1
Ir -1.994 -1.273 -1.124 0.639
Br -3.372 -0.182 0.370 -0.120
F 4.178 4.763 -1.118 0.124
F 2.934 1.112 1.627 0.129
F 1.730 4.718 -2.332 0.105
F -0.079 2.772 -1.663 0.129
F 4.772 3.027 0.913 0.111
O 0.758 0.747 0.050 0.094
C -1.032 -0.686 -2.861 -0.324
C 1.143 2.802 -1.085 -0.079
C -1.163 -2.077 2.123 -0.159
C -2.321 -2.149 2.975 -0.165
C 1.472 1.761 -0.122 -0.254
C 2.045 3.794 -1.394 -0.128
C -1.982 -1.754 -3.195 -0.307
C -0.024 -1.290 -1.995 -0.301
C 3.592 2.937 0.274 -0.141
C -0.881 -0.467 3.687 -0.119
C 3.284 3.839 -0.744 -0.118
C -1.567 -2.969 -2.506 -0.290
C 2.700 1.958 0.613 -0.106
C -2.139 -1.122 3.943 -0.127
C -0.243 -1.076 2.581 -0.126
C -0.332 -2.701 -1.861 -0.251
H -0.990 -2.679 1.207 0.066
H -1.099 0.359 -3.158 0.077
H -2.845 -0.947 4.737 0.075
H -0.366 0.207 4.380 0.086
H -3.136 -2.904 2.881 0.098
H 0.331 -3.444 -1.406 0.088
H 0.857 -0.798 -1.565 0.072
H 0.685 -0.662 2.133 0.080
H -2.063 -3.934 -2.552 0.079
H -2.851 -1.685 -3.813 0.067

36
Properties=species:S:1:pos:R:3:lowdin_charge:R:1 method="wB97M-V/def2-TZVPD" homo_ev=-3.7 lumo_energy_ha=0.0910 spin_multiplicity=1 charge=-1
Cl -3.311 0.674 -1.778 0.654
Cl -0.461 -0.114 0.120 0.810
Cl -0.091 -0.328 -5.969 0.669
Cl -1.306 -3.253 -6.145 0.636
Cl -3.472 -2.419 -1.237 0.636
Cl -2.913 -4.345 -3.681 0.609
Cl -1.508 3.728 4.434 0.676
O -0.941 1.056 -3.481 -0.081
O 2.600 0.274 0.341 -0.009
O 1.698 2.165 1.163 0.089
C -2.412 -2.718 -3.722 -0.771
C 0.578 0.000 1.487 -0.585
C 4.632 0.290 -0.836 -0.074
C -1.559 0.014 -3.733 -0.538
C -1.825 1.054 4.849 -0.107
C 1.664 0.954 1.021 -0.517
C -0.246 0.404 2.666 -0.252
C -1.174 -0.921 -4.809 -0.673
C -1.623 -2.231 -4.806 -0.741
C -1.301 2.076 4.032 -0.668
C -1.621 -0.287 4.521 -0.085
C 3.660 1.164 -0.091 -0.218
C -0.522 1.743 2.919 -0.048
C -2.835 -1.818 -2.713 -0.747
C -2.663 -0.453 -2.880 -0.670
C -0.877 -0.609 3.403 -0.045
H -1.997 -1.088 5.173 0.109
H -0.710 -1.640 3.096 0.119
H -0.080 2.509 2.290 0.108
H 1.003 -0.988 1.615 0.110
H 3.237 1.953 -0.730 0.136
H 5.004 -0.507 -0.186 0.077
H 4.116 1.605 0.806 0.128
H -2.375 1.343 5.746 0.099
H 5.482 0.884 -1.179 0.077
H 4.149 -0.169 -1.705 0.087

Max |F| in eV/A, matching the order above: 3.2 4.0 3.2 2.2
E in a.u., matching the order above: -4004.5451 -1406.5499 -3868.4206 -4062.8490